14
Properties=species:S:1:pos:R:3:lowdin_charge:R:1 method="wB97M-V/def2-TZVPD" e_lumo_ev=1.26 e_homo_ev=-8.956 spin_multiplicity=1 orbital_gap_ev=10.2131 smiles="C1=C[C@H]2C[C@H]2C1"
C 1.294 -0.297 0.781 -0.088
C 0.327 -1.208 0.701 -0.072
C -0.708 -0.812 -0.310 -0.242
C -1.547 0.379 0.098 -0.070
C -0.322 0.576 -0.748 -0.257
C 1.080 0.821 -0.223 -0.154
H 2.167 -0.346 1.429 0.098
H 0.260 -2.128 1.279 0.102
H -0.987 -1.522 -1.072 0.127
H -1.549 0.654 1.151 0.108
H -2.496 0.543 -0.411 0.098
H -0.511 0.864 -1.777 0.131
H 1.253 1.824 0.176 0.108
H 1.739 0.653 -1.075 0.111

=====

52
Properties=species:S:1:pos:R:3:lowdin_charge:R:1 method="wB97M-V/def2-TZVPD" e_lumo_ev=0.57 e_homo_ev=-8.554 spin_multiplicity=1 orbital_gap_ev=9.1256 smiles="O=C1C[C@H](N2CCC(c3nc4ccccc4o3)CC2)C(=O)N1c1ccc(Cl)c(C(F)(F)F)c1"
O -0.161 0.488 -2.774 0.110
C -0.309 -0.479 -2.079 -0.391
C -1.548 -1.301 -1.894 -0.021
C -1.125 -2.516 -1.046 -0.200
N -1.917 -2.868 0.102 -0.115
C -3.214 -3.452 -0.155 -0.166
C -4.367 -2.441 -0.210 -0.106
C -4.375 -1.527 1.034 -0.203
C -4.280 -0.092 0.650 -0.289
N -3.537 0.395 -0.287 0.184
C -3.730 1.758 -0.242 -0.193
C -3.191 2.789 -0.997 0.001
C -3.604 4.069 -0.686 -0.086
C -4.518 4.320 0.338 -0.086
C -5.059 3.302 1.103 0.000
C -4.646 2.020 0.794 -0.186
O -4.985 0.824 1.351 0.147
C -3.195 -1.866 1.966 -0.111
C -1.882 -1.902 1.194 -0.158
C 0.297 -2.182 -0.604 -0.364
O 0.988 -2.806 0.151 0.137
N 0.685 -1.017 -1.254 0.111
C 1.961 -0.436 -1.098 -0.153
C 2.637 0.084 -2.198 0.018
C 3.884 0.655 -2.035 -0.074
C 4.476 0.705 -0.781 -0.589
Cl 6.036 1.408 -0.608 0.759
C 3.799 0.183 0.322 -0.117
C 4.421 0.241 1.693 -0.612
F 3.625 -0.271 2.641 0.141
F 4.692 1.499 2.081 0.123
F 5.576 -0.438 1.767 0.130
C 2.542 -0.381 0.163 0.076
H -1.976 -1.566 -2.860 0.136
H -2.284 -0.678 -1.365 0.085
H -1.055 -3.414 -1.673 0.164
H -3.413 -4.184 0.635 0.120
H -3.167 -3.999 -1.098 0.125
H -4.271 -1.828 -1.105 0.104
H -5.308 -2.987 -0.279 0.116
H -5.304 -1.646 1.600 0.149
H -2.482 2.586 -1.784 0.112
H -3.210 4.902 -1.248 0.103
H -4.809 5.339 0.542 0.103
H -5.762 3.492 1.897 0.116
H -3.124 -1.117 2.756 0.127
H -3.378 -2.831 2.437 0.121
H -1.068 -2.182 1.875 0.125
H -1.671 -0.892 0.816 0.120
H 2.183 0.053 -3.175 0.119
H 4.411 1.061 -2.883 0.109
H 2.025 -0.788 1.017 0.128

=====

28
Properties=species:S:1:pos:R:3:lowdin_charge:R:1 method="wB97M-V/def2-TZVPD" e_lumo_ev=-4.12 e_homo_ev=-12.665 spin_multiplicity=1 orbital_gap_ev=8.5460 charge=+1
C -3.471 0.926 0.263 -0.137
C 4.193 -0.672 0.488 -0.036
C 3.349 -1.502 -0.341 -0.029
C 3.721 0.537 0.924 -0.080
C 2.120 -0.985 -0.749 -0.016
C 2.518 1.033 0.517 0.004
C 1.711 0.313 -0.383 -0.211
C 0.511 0.834 -0.876 -0.060
C -1.948 -0.920 0.446 -0.353
C -1.993 -2.462 0.653 -0.005
C -0.491 3.100 -0.736 0.133
C -3.161 -0.282 -0.036 -0.044
N -3.561 2.107 0.480 0.220
N 0.132 2.019 -0.729 0.105
O -0.857 -0.287 0.609 -0.013
H 5.206 -1.144 0.870 0.158
H 3.616 -2.457 -0.818 0.118
H 4.318 1.145 1.622 0.128
H 1.314 -1.638 -1.040 0.117
H 2.222 2.020 0.577 0.095
H -0.113 0.291 -1.566 0.170
H -2.677 -2.731 1.492 0.102
H -2.138 -3.079 -0.208 0.074
H -1.043 -2.849 1.056 0.083
H -3.822 2.740 1.237 0.119
H -1.475 3.290 -0.235 0.099
H -0.156 3.877 -1.487 0.133
H -3.975 -0.934 -0.311 0.126

=====

99
Properties=species:S:1:pos:R:3:mulliken_spin:R:1 method="wB97M-V/def2-TZVPD" e_lumo_ev="0.38 / -1.05" e_homo_ev="-6.882 / -6.951" spin_multiplicity=3 orbital_gap_ev="7.2627 / 5.9039" s2=2.010
Pd 0.147 0.159 -1.453 1.248
C -2.948 -0.676 -1.793 -0.008
N -2.002 0.290 -2.342 0.099
C -1.793 0.027 -3.777 0.004
C -2.325 1.680 -2.111 -0.001
C -3.623 2.103 -1.905 -0.031
C -3.908 3.442 -1.656 0.043
C -2.869 4.352 -1.597 -0.024
C -1.558 3.940 -1.794 0.063
C -1.244 2.606 -2.066 -0.007
N 0.035 2.066 -2.171 0.248
C 1.224 2.763 -2.286 -0.009
C 1.353 4.092 -2.716 0.046
C 2.583 4.729 -2.744 -0.015
C 3.735 4.060 -2.363 0.033
C 3.646 2.715 -2.029 -0.012
C 2.429 2.059 -2.017 -0.041
N 2.361 0.619 -1.839 0.112
C 2.534 -0.034 -3.151 0.004
C 3.305 0.051 -0.877 -0.022
H -3.909 -0.670 -2.321 0.001
H -3.103 -0.472 -0.735 -0.007
H -2.507 -1.669 -1.892 0.006
H -2.737 0.130 -4.328 0.003
H -1.403 -0.980 -3.900 0.003
H -1.073 0.740 -4.173 -0.004
H -4.432 1.387 -1.928 0.000
H -4.930 3.757 -1.495 0.003
H -3.065 5.391 -1.369 0.000
H -0.766 4.658 -1.654 0.004
H 0.480 4.627 -3.056 0.000
H 2.635 5.761 -3.068 0.000
H 4.693 4.562 -2.356 0.002
H 4.549 2.169 -1.791 0.000
H 3.549 0.131 -3.532 0.001
H 1.821 0.383 -3.862 -0.002
H 2.344 -1.102 -3.049 0.000
H 4.342 0.119 -1.226 0.002
H 3.056 -0.999 -0.738 0.005
H 3.207 0.556 0.081 -0.005
C -0.495 -5.825 -2.741 0.000
N -0.375 -4.468 -2.238 -0.001
C -0.894 -4.228 -0.901 -0.003
C 0.111 -3.452 -2.980 -0.004
C 0.592 -3.791 -4.375 0.002
O 0.177 -2.293 -2.573 -0.006
H -0.545 -6.501 -1.889 0.000
H 0.366 -6.109 -3.340 0.000
H -1.401 -5.963 -3.339 0.000
H -0.351 -4.835 -0.173 0.000
H -1.954 -4.492 -0.857 0.000
H -0.765 -3.183 -0.638 0.001
H -0.157 -4.341 -4.943 0.000
H 1.496 -4.401 -4.326 0.000
H 0.827 -2.862 -4.885 0.000
C 3.107 -1.903 2.252 0.004
C 2.155 -1.718 3.429 0.002
C 1.215 -2.916 3.534 -0.005
C 2.930 -1.544 4.730 0.000
O 1.441 -0.495 3.237 0.001
Si -0.011 -0.165 2.552 -0.002
S -0.208 -0.967 0.615 0.254
O -1.140 -0.870 3.505 0.003
C -2.560 -0.980 3.398 -0.004
C -2.891 -2.301 2.709 0.007
C -3.157 0.192 2.622 -0.002
C -3.084 -0.982 4.830 0.000
O -0.231 1.438 2.720 0.011
C 0.408 2.620 2.243 -0.002
C 0.758 3.454 3.469 0.000
C -0.601 3.337 1.358 -0.012
C 1.662 2.284 1.444 0.027
H 3.717 -2.798 2.384 0.000
H 3.768 -1.038 2.167 0.001
H 2.528 -1.997 1.333 -0.001
H 1.801 -3.821 3.709 0.000
H 0.648 -3.040 2.610 0.002
H 0.510 -2.781 4.353 0.000
H 3.539 -2.425 4.939 0.000
H 2.235 -1.389 5.555 0.000
H 3.581 -0.672 4.661 0.000
H -2.494 -2.298 1.694 -0.002
H -3.972 -2.455 2.673 0.000
H -2.435 -3.128 3.257 0.001
H -2.767 0.213 1.603 0.004
H -2.903 1.137 3.103 0.000
H -4.243 0.093 2.583 0.000
H -2.636 -1.806 5.387 0.000
H -4.170 -1.093 4.844 0.000
H -2.817 -0.048 5.323 0.000
H -0.144 3.664 4.045 0.000
H 1.219 4.399 3.176 0.000
H 1.452 2.903 4.105 0.000
H -1.500 3.583 1.925 0.002
H -0.887 2.683 0.533 -0.004
H -0.178 4.257 0.951 -0.001
H 2.371 1.730 2.060 0.001
H 2.139 3.194 1.076 -0.003
H 1.384 1.670 0.584 -0.016

=====

32
Properties=species:S:1:pos:R:3:lowdin_charge:R:1 method="wB97M-V/def2-TZVPD" e_lumo_ev=-7.18 e_homo_ev=-10.809 spin_multiplicity=1 orbital_gap_ev=3.6330 charge=+1
Pb 4.038 20.141 7.664 1.202
Br 2.072 18.237 6.818 -0.116
C -1.364 22.373 7.950 -0.042
C -1.693 21.674 6.654 -0.499
C -3.020 22.296 6.139 -0.132
C -3.430 22.034 4.678 -0.166
C -2.237 22.438 3.804 -0.144
C -0.862 21.837 4.212 -0.497
N -0.667 21.975 5.643 -0.093
O 0.646 21.587 6.051 -0.072
C -0.764 20.376 3.728 -0.015
C 0.070 22.788 3.481 -0.048
C -1.960 20.169 6.869 -0.028
H -2.009 22.181 8.811 0.093
H -0.416 22.002 8.351 0.070
H -1.324 23.457 7.853 0.092
H -3.790 21.777 6.718 0.113
H -3.169 23.345 6.396 0.121
H -3.696 20.978 4.574 0.103
H -4.351 22.541 4.391 0.115
H -2.243 23.529 3.783 0.116
H -2.513 22.215 2.770 0.126
H -0.279 20.252 2.758 0.084
H -1.736 19.906 3.563 0.080
H -0.232 19.695 4.396 0.060
H 0.075 22.655 2.399 0.092
H 1.088 22.669 3.864 0.073
H -0.122 23.844 3.664 0.086
H -2.124 19.613 5.945 0.074
H -1.191 19.531 7.323 0.065
H -2.786 20.021 7.565 0.091
H 0.562 20.636 6.209 -0.005

=====

105
Properties=species:S:1:pos:R:3:lowdin_charge:R:1 method="wB97M-V/def2-TZVPD" e_lumo_ev=0.50 e_homo_ev=-9.411 spin_multiplicity=1 orbital_gap_ev=9.9094 smiles=CC(C)O.CC(C)O.CC(C)O.CCO.CCO.CCO.CCO.CCO.CO.CO.CO.CO
C -29.417 -21.338 -26.995 -0.058
C -29.250 -21.506 -25.497 -0.488
C -27.940 -22.174 -25.153 -0.054
O -29.273 -20.178 -24.946 -0.067
H -29.624 -22.296 -27.477 0.072
H -28.494 -20.939 -27.423 0.083
H -30.223 -20.638 -27.208 0.071
H -30.095 -22.058 -25.076 0.112
H -27.709 -23.054 -25.758 0.083
H -27.872 -22.426 -24.092 0.060
H -27.116 -21.480 -25.360 0.089
H -29.026 -20.248 -24.013 0.041
C -37.553 -20.785 -19.650 -0.049
C -36.280 -19.979 -19.435 -0.455
C -35.060 -20.764 -19.847 -0.061
O -36.300 -18.783 -20.248 -0.064
H -38.453 -20.184 -19.491 0.079
H -37.604 -21.585 -18.905 0.087
H -37.548 -21.230 -20.645 0.065
H -36.199 -19.707 -18.377 0.139
H -35.077 -20.899 -20.928 0.058
H -35.020 -21.749 -19.386 0.080
H -34.161 -20.210 -19.572 0.087
H -37.123 -18.321 -20.064 0.094
C -30.413 -26.811 -21.020 -0.059
C -30.469 -25.612 -21.952 -0.515
C -29.183 -24.800 -21.909 -0.054
O -30.697 -26.104 -23.261 -0.051
H -31.402 -27.268 -20.938 0.076
H -30.119 -26.522 -20.007 0.074
H -29.717 -27.559 -21.399 0.082
H -31.300 -24.975 -21.608 0.113
H -28.335 -25.465 -22.099 0.086
H -29.008 -24.347 -20.928 0.073
H -29.208 -24.022 -22.673 0.062
H -31.056 -25.381 -23.801 0.042
C -32.054 -25.596 -27.814 -0.089
C -32.255 -26.843 -28.613 -0.297
O -33.393 -27.536 -28.075 -0.085
H -32.931 -24.947 -27.905 0.081
H -31.169 -25.048 -28.133 0.080
H -31.978 -25.857 -26.757 0.071
H -31.358 -27.470 -28.565 0.116
H -32.432 -26.628 -29.673 0.113
H -33.391 -28.432 -28.423 0.095
C -32.850 -18.237 -23.912 -0.082
C -34.140 -18.366 -23.119 -0.332
O -33.908 -18.153 -21.748 -0.078
H -32.370 -17.265 -23.802 0.077
H -33.042 -18.404 -24.972 0.065
H -32.110 -18.982 -23.591 0.060
H -34.592 -19.346 -23.300 0.080
H -34.808 -17.596 -23.543 0.115
H -34.754 -18.238 -21.284 0.038
C -31.867 -22.516 -18.994 -0.085
C -31.993 -23.788 -18.204 -0.298
O -32.990 -23.561 -17.183 -0.091
H -31.064 -22.581 -19.731 0.050
H -31.652 -21.630 -18.390 0.087
H -32.788 -22.280 -19.525 0.046
H -31.049 -24.047 -17.719 0.111
H -32.351 -24.596 -18.848 0.102
H -33.029 -24.350 -16.635 0.074
C -32.214 -22.366 -22.712 -0.054
C -32.899 -23.462 -23.504 -0.277
O -32.007 -24.007 -24.472 -0.116
H -31.355 -22.720 -22.144 0.051
H -32.914 -21.848 -22.047 0.070
H -31.864 -21.584 -23.396 0.068
H -33.806 -23.061 -23.962 0.092
H -33.216 -24.295 -22.872 0.105
H -32.059 -23.467 -25.272 0.045
C -36.076 -21.641 -23.765 -0.091
C -37.299 -20.796 -24.009 -0.316
O -37.881 -21.176 -25.251 -0.070
H -35.556 -21.215 -22.903 0.046
H -35.378 -21.559 -24.598 0.055
H -36.324 -22.671 -23.527 0.069
H -37.005 -19.740 -24.048 0.106
H -38.001 -20.918 -23.176 0.106
H -38.760 -20.793 -25.317 0.079
C -34.534 -26.230 -24.935 -0.156
O -35.267 -26.912 -25.942 -0.123
H -33.616 -25.782 -25.320 0.048
H -35.143 -25.418 -24.531 0.071
H -34.255 -26.904 -24.117 0.081
H -34.652 -27.109 -26.658 0.023
C -35.642 -25.164 -20.811 -0.150
O -35.944 -23.860 -21.268 -0.136
H -35.979 -25.942 -21.510 0.080
H -34.558 -25.255 -20.756 0.067
H -36.078 -25.385 -19.832 0.079
H -36.897 -23.734 -21.234 0.073
C -33.443 -21.172 -26.684 -0.108
O -32.631 -22.346 -26.636 -0.138
H -34.489 -21.423 -26.894 0.085
H -33.403 -20.702 -25.705 0.062
H -33.097 -20.488 -27.459 0.087
H -32.396 -22.580 -27.538 0.078
C -28.479 -21.036 -21.037 -0.122
O -29.297 -20.556 -22.102 -0.137
H -27.851 -21.826 -21.431 0.073
H -27.853 -20.233 -20.634 0.081
H -29.088 -21.404 -20.208 0.065
H -30.039 -20.043 -21.767 0.091